1.
11
Properties=species:S:1:pos:R:3 method="wB97M-V/def2-TZVPD" e_above_lowest_kcal_mol=143.3 spin_multiplicity=1 homo_energy_ev="-9.60 / -8.33" homo_lumo_gap_ev="10.26 / 8.23" e_lumo_ev="0.66 / -0.11" smiles="C/N=[N+](/C)[O-]"
C -0.852 1.531 -0.897
N -1.172 0.195 -0.854
N 0.226 -0.481 -0.046
C 0.445 -1.974 0.024
O 1.165 0.262 0.227
H -0.215 1.660 -1.763
H -0.196 1.900 -0.074
H -1.683 2.206 -1.012
H 0.870 -2.267 -0.969
H -0.428 -2.481 0.382
H 1.253 -2.018 0.821

2.
19
Properties=species:S:1:pos:R:3 method="wB97M-V/def2-TZVPD" e_above_lowest_kcal_mol=57.6 spin_multiplicity=2 homo_energy_ev="-2.71 / -8.35" homo_lumo_gap_ev="3.12 / 8.58" e_lumo_ev="0.41 / 0.23" s2=0.753
C -2.323 -0.389 0.473
C -1.985 1.054 0.157
N -0.517 1.230 0.510
H -3.344 -0.694 0.178
H -1.715 -1.160 -0.063
H -2.152 -0.593 1.548
H -2.092 1.337 -0.895
H -2.541 1.731 0.803
H -0.387 1.043 1.511
H -0.181 2.167 0.303
H 0.094 0.544 -0.028
C 2.499 -0.344 0.297
C 1.547 -1.286 -1.623
N 1.438 -0.385 -0.718
H 3.024 0.634 0.226
H 3.280 -1.051 0.080
H 2.126 -0.488 1.358
H 0.811 -1.409 -2.392
H 2.418 -1.942 -1.726

3.
107
Properties=species:S:1:pos:R:3 method="wB97M-V/def2-TZVPD" total_charge=-1 spin_multiplicity=1 homo_energy_ev=-3.71 homo_lumo_gap_ev=5.64 e_lumo_ev=1.93
Na -1.041 1.032 1.572
C -2.345 -2.750 2.815
C -3.504 -1.889 2.429
C -4.579 -2.403 1.710
C -5.602 -1.556 1.327
C -5.530 -0.220 1.680
C -4.425 0.199 2.411
N -3.441 -0.609 2.783
C -4.285 1.615 2.848
C -5.398 2.350 3.248
C -5.209 3.641 3.704
C -3.923 4.149 3.758
C -2.867 3.351 3.329
N -3.049 2.114 2.865
C -1.459 3.847 3.386
C -1.175 5.192 3.186
C 0.147 5.598 3.268
C 1.122 4.656 3.524
C 0.753 3.321 3.687
C 1.778 2.248 3.868
N -0.520 2.937 3.649
H -2.592 -3.809 2.737
H -2.033 -2.521 3.833
H -1.506 -2.547 2.149
H -4.587 -3.450 1.435
H -6.430 -1.926 0.734
H -6.289 0.486 1.371
H -6.381 1.902 3.226
H -6.050 4.233 4.041
H -3.729 5.138 4.151
H -1.963 5.894 2.950
H 0.415 6.635 3.108
H 2.167 4.932 3.561
H 2.691 2.640 4.316
H 2.022 1.829 2.888
H 1.381 1.444 4.485
C 2.218 -5.436 -0.980
C 0.901 -5.116 -1.687
C -0.049 -6.305 -1.487
C 1.198 -4.961 -3.185
C 0.258 -3.841 -1.149
C 0.810 -3.072 -0.132
C 0.180 -1.932 0.331
Se 1.082 -0.870 1.663
C 2.038 0.312 0.472
C 3.173 -0.189 -0.138
C 3.908 0.547 -1.054
C 3.447 1.835 -1.327
C 2.318 2.391 -0.744
C 1.555 1.632 0.213
O 0.519 2.122 0.795
C 1.846 3.795 -1.130
C 2.759 4.458 -2.166
C 0.438 3.722 -1.741
C 1.815 4.702 0.104
C 5.146 -0.066 -1.704
C 4.759 -1.355 -2.443
C 5.798 0.879 -2.714
C 6.188 -0.405 -0.629
C -1.093 -1.482 -0.163
O -1.687 -0.488 0.374
C -1.616 -2.235 -1.273
C -0.940 -3.373 -1.688
C -2.883 -1.858 -2.062
C -3.507 -0.514 -1.671
C -2.539 -1.757 -3.558
C -3.950 -2.946 -1.884
H 2.650 -6.347 -1.402
H 2.945 -4.631 -1.105
H 2.073 -5.595 0.090
H 0.410 -7.235 -1.835
H -0.302 -6.417 -0.431
H -0.981 -6.162 -2.037
H 1.641 -5.876 -3.590
H 0.290 -4.747 -3.751
H 1.895 -4.137 -3.352
H 1.758 -3.342 0.318
H 3.475 -1.201 0.112
H 3.992 2.432 -2.043
H 2.811 3.883 -3.093
H 2.360 5.446 -2.411
H 3.776 4.593 -1.791
H 0.453 3.117 -2.651
H -0.260 3.274 -1.039
H 0.092 4.727 -2.005
H 2.806 4.755 0.564
H 1.517 5.718 -0.179
H 1.112 4.312 0.834
H 4.023 -1.146 -3.221
H 5.637 -1.813 -2.910
H 4.319 -2.085 -1.762
H 5.110 1.142 -3.520
H 6.135 1.804 -2.242
H 6.670 0.393 -3.161
H 5.789 -1.118 0.093
H 7.083 -0.843 -1.081
H 6.481 0.493 -0.082
H -1.375 -3.941 -2.505
H -2.797 0.304 -1.784
H -4.362 -0.332 -2.334
H -3.842 -0.502 -0.639
H -1.779 -0.990 -3.721
H -2.158 -2.695 -3.964
H -3.431 -1.484 -4.130
H -4.211 -3.054 -0.831
H -4.858 -2.685 -2.438
H -3.599 -3.915 -2.243